1.
The following is a DFT calculation (ωB97M-V/def2-TZVPD) of an isolated ion of composition C19H41FNO2S and charge +1.

energy above the lowest of the compared OMol25 structures with the same formula, charge and spin: 0.0 kJ/mol
charge: +1
LUMO: -2.945 eV
electronic energy: -1451.55617 Eh
maximum force: 0.4 eV/A
spin multiplicity: 1
frontier orbital gap: 8.71 eV

Positions of all 65 atoms, in Å:
C1 4.794 1.224 0.296
C2 4.655 1.115 -1.221
C3 4.262 -0.282 -1.694
C4 2.759 -0.540 -1.554
C5 2.314 -2.004 -1.522
C6 3.082 -2.919 -0.568
C7 3.230 -2.399 0.862
C8 1.908 -2.047 1.531
C9 2.049 -1.149 2.768
C10 0.913 -0.139 2.865
C11 1.046 0.943 1.776
S1 -0.266 0.819 0.587
O1 -1.533 1.305 1.410
C12 -2.725 0.426 1.426
C13 -3.945 1.288 1.166
N1 -5.178 0.564 1.443
C14 -5.856 -0.032 0.294
C15 -5.168 -1.259 -0.314
C16 -6.083 -2.112 -1.161
O2 -3.987 -0.875 -1.040
C17 -0.005 2.348 -0.416
F1 1.337 2.435 -0.660
C18 -0.807 2.258 -1.690
C19 -0.677 3.522 -2.526
H1 3.821 1.215 0.795
H2 5.376 0.394 0.701
H3 5.295 2.149 0.583
H4 3.894 1.827 -1.560
H5 5.586 1.424 -1.699
H6 4.823 -1.033 -1.132
H7 4.551 -0.416 -2.740
H8 2.252 -0.046 -2.389
H9 2.397 -0.026 -0.651
H10 2.378 -2.424 -2.530
H11 1.248 -2.035 -1.271
H12 4.079 -3.121 -0.964
H13 2.573 -3.887 -0.544
H14 3.874 -1.514 0.875
H15 3.749 -3.162 1.448
H16 1.382 -2.961 1.821
H17 1.256 -1.558 0.797
H18 2.997 -0.603 2.739
H19 2.076 -1.753 3.677
H20 0.889 0.358 3.834
H21 -0.041 -0.671 2.772
H22 1.060 1.962 2.163
H23 1.942 0.791 1.166
H24 -2.606 -0.329 0.648
H25 -2.747 -0.043 2.410
H26 -3.939 1.573 0.113
H27 -3.871 2.206 1.756
H28 -5.039 -0.140 2.160
H29 -5.927 0.741 -0.478
H30 -6.881 -0.279 0.575
H31 -4.760 -1.852 0.514
H32 -6.980 -2.392 -0.609
H33 -5.578 -3.022 -1.482
H34 -6.397 -1.564 -2.054
H35 -4.264 -0.456 -1.867
H36 -0.320 3.166 0.239
H37 -0.469 1.377 -2.241
H38 -1.850 2.084 -1.403
H39 -1.356 3.478 -3.375
H40 -0.929 4.411 -1.946
H41 0.334 3.643 -2.910


2.
The following is a DFT calculation (ωB97M-V/def2-TZVPD) of C19H41N3OPY as an isolated structure.

energy above the lowest of the compared OMol25 structures with the same formula, charge and spin: 438.4 kJ/mol
charge: +2
LUMO (spin up / spin down): -8.029 / -8.028 eV
electronic energy: -1367.18103 Eh
maximum force: 12.0 eV/A
spin multiplicity: 1
frontier orbital gap (spin up / spin down): 5.60 / 5.60 eV

Positions of all 66 atoms, in Å:
C1 -2.452 1.790 -0.737
H1 -3.443 1.846 -0.293
H2 -1.959 2.792 -0.681
H3 -1.872 0.818 0.481
C2 -2.512 1.180 -2.148
H4 -1.556 1.303 -2.709
H5 -2.689 0.089 -2.065
C3 -3.624 1.795 -3.001
H6 -3.644 1.347 -3.990
H7 -4.597 1.632 -2.522
H8 -3.467 2.873 -3.110
C4 2.120 1.229 -0.467
C5 1.760 1.646 -1.784
C6 0.933 2.808 -1.665
C7 0.776 3.099 -0.273
C8 1.505 2.118 0.467
C9 1.711 2.093 1.932
C10 0.097 4.290 0.298
C11 0.438 3.653 -2.781
C12 2.272 1.057 -3.046
C13 3.037 0.124 -0.100
Y1 -0.587 0.825 -0.646
H9 -0.124 4.147 1.362
H10 0.732 5.185 0.210
H11 -0.848 4.514 -0.217
H12 0.954 2.694 2.449
H13 1.654 1.070 2.327
H14 2.700 2.497 2.203
H15 3.373 -0.431 -0.985
H16 3.934 0.507 0.412
H17 2.552 -0.594 0.583
H18 1.606 1.274 -3.889
H19 3.266 1.459 -3.300
H20 2.375 -0.033 -2.970
H21 -0.597 3.986 -2.616
H22 1.052 4.562 -2.894
H23 0.469 3.116 -3.736
C14 -0.161 -1.854 -1.466
N1 -0.451 -2.592 -0.220
C15 -1.107 -3.894 -0.373
P1 -0.207 -1.893 1.255
O1 -0.351 -0.384 1.138
N2 -1.282 -2.338 2.394
C16 -2.336 -1.420 2.841
C17 -1.295 -3.651 3.038
N3 1.374 -2.157 1.693
C18 1.760 -1.727 3.048
C19 2.083 -3.352 1.226
H24 0.051 -2.578 -2.266
H25 0.757 -1.234 -1.361
H26 -1.053 -1.267 -1.807
H27 -0.445 -4.719 -0.063
H28 -2.041 -3.940 0.208
H29 -1.354 -4.031 -1.433
H30 -3.211 -1.455 2.173
H31 -2.652 -1.727 3.847
H32 -1.964 -0.389 2.888
H33 -2.069 -4.298 2.597
H34 -0.320 -4.152 2.957
H35 -1.526 -3.513 4.103
H36 1.409 -2.439 3.813
H37 2.856 -1.681 3.085
H38 1.360 -0.730 3.272
H39 1.768 -4.257 1.773
H40 1.910 -3.496 0.152
H41 3.155 -3.190 1.391